Density functional theory data (ωB97M-V with the def2-TZVPD basis set) for the ion C3H4F2N3 with charge +1.

Each line ends with the Mulliken charge.
Atoms and positions in Å:
N1 -1.796 -1.193 0.226  -0.31
C1 -0.730 -0.235 0.002  0.16
N2 -1.080 1.070 -0.068  -0.14
N3 -0.079 1.801 -0.139  -0.09
C2 1.155 1.164 0.004  -0.82
C3 0.846 -0.366 -0.109  1.20
F1 1.313 -1.180 0.866  -0.24
F2 1.405 -0.954 -1.211  -0.24
H1 -1.778 -2.257 0.143  0.33
H2 -2.714 -0.685 0.022  0.36
H3 1.606 1.334 0.907  0.40
H4 1.852 1.502 -0.644  0.38

Results
relative energy (zero: lowest compared OMol25 entry of this formula, charge and spin) = 22.0 kcal per mole
structure (SMILES) = [NH2+]=C1N=NCC1(F)F
E_tot = -480.32191 Ha
total charge = +1
Kohn-Sham gap = 7.98 eV

***

Density functional theory data (ωB97M-V with the def2-TZVPD basis set) for a cluster of 2 separate species, CH2N2O2 in total.

Each line ends with the Mulliken charge.
Atoms and positions in Å:
C1 -1.490 -0.135 -0.213  0.55
N1 2.072 -0.321 -0.526  -0.12
N2 -1.315 -1.116 0.441  -0.41
O1 -1.697 0.664 -1.061  -0.45
O2 1.499 0.653 0.087  -0.23
H1 1.857 1.540 -0.132  0.35
H2 -0.927 -1.285 1.403  0.31

Results
relative energy (zero: lowest compared OMol25 entry of this formula, charge and spin) = 120.1 kcal per mole
E_tot = -299.14550 Ha
Kohn-Sham gap (spin up / spin down) = 9.42 / 9.41 eV

***

Density functional theory data (ωB97M-V with the def2-TZVPD basis set) for a cluster of 7 separate species, C10H34O12 in total.

Each line ends with the Mulliken charge.
Atoms and positions in Å:
O1 -0.423 -1.075 4.878  -0.61
C1 0.127 0.062 4.197  0.03
C2 0.498 -0.520 2.861  0.31
O2 1.407 -1.575 3.040  -0.72
H1 -0.008 -1.878 4.553  0.34
H2 -0.681 0.750 3.954  0.27
H3 0.948 0.500 4.766  0.14
H4 1.013 0.167 2.190  -0.18
H5 -0.405 -0.837 2.339  0.36
H6 1.369 -2.121 2.252  0.31
O3 4.687 -2.143 -0.508  -0.52
C3 4.096 -1.004 -1.074  -0.32
C4 3.528 -0.034 0.014  -0.22
O4 3.111 1.158 -0.509  -0.57
H7 5.436 -1.948 0.060  0.33
H8 4.711 -0.393 -1.735  0.28
H9 3.178 -1.194 -1.629  0.10
H10 4.251 0.217 0.791  0.44
H11 2.817 -0.579 0.635  0.05
H12 2.172 0.957 -0.519  0.51
O5 -3.894 -0.844 -3.017  -0.48
C5 -4.346 0.272 -2.272  -0.58
C6 -3.362 0.460 -1.028  -0.19
O6 -2.246 1.242 -1.380  -0.57
H13 -4.681 -1.280 -3.351  0.24
H14 -4.614 1.207 -2.766  0.30
H15 -5.329 -0.022 -1.904  0.43
H16 -2.795 -0.405 -0.683  0.06
H17 -3.711 1.035 -0.170  0.46
H18 -2.155 2.029 -0.838  0.29
O7 -0.664 2.447 2.206  -0.56
C7 0.194 3.563 2.160  -0.23
C8 1.147 3.411 3.369  -0.56
O8 2.229 2.499 2.977  -0.45
H19 -0.090 1.679 2.246  0.03
H20 0.635 3.639 1.166  0.26
H21 -0.263 4.475 2.545  0.33
H22 0.834 2.993 4.326  0.26
H23 1.711 4.325 3.555  0.40
H24 2.976 2.894 2.523  0.26
O9 -1.724 -0.297 -4.814  -0.62
C9 -1.169 -1.580 -4.686  -0.53
C10 -0.725 -1.983 -3.196  0.09
O10 -1.815 -2.560 -2.505  -0.60
H25 -2.432 -0.187 -4.175  0.35
H26 -1.987 -2.175 -5.092  0.27
H27 -0.339 -1.701 -5.382  0.37
H28 -0.447 -1.151 -2.548  -0.06
H29 0.049 -2.748 -3.261  0.34
H30 -2.616 -2.031 -2.481  0.37
O11 0.058 -2.632 -0.035  -0.51
H31 0.237 -3.503 -0.388  0.25
H32 -0.897 -2.575 -0.008  0.28
O12 0.380 0.466 -0.277  -0.44
H33 0.357 -0.407 -0.669  0.21
H34 -0.336 0.938 -0.701  0.21

Results
relative energy (zero: lowest compared OMol25 entry of this formula, charge and spin) = 57.5 kcal per mole
structure (SMILES) = OCCO.OCCO.OCCO.OCCO.OCCO.O.O
E_tot = -1304.11364 Ha
Kohn-Sham gap = 9.46 eV

***

Density functional theory data (ωB97M-V with the def2-TZVPD basis set) for a cluster of 5 separate species, C2H15N2O4 in total.

Each line ends with the Mulliken charge.
Atoms and positions in Å:
C1 -0.433 1.657 -2.431  -0.90
N1 -0.230 1.421 -1.005  -0.09
C2 -0.523 0.267 -0.458  0.27
N2 -0.033 -0.064 0.708  -0.05
H1 -0.716 0.762 -2.982  0.31
H2 0.552 1.898 -2.831  0.35
H3 -1.189 2.403 -2.650  0.32
H4 0.217 2.142 -0.461  0.19
H5 -1.012 -0.522 -1.004  0.41
H6 0.470 0.632 1.247  0.09
H7 -0.081 -1.015 1.059  0.20
H8 0.340 3.502 1.652  0.30
H9 0.966 2.980 2.963  0.29
O1 0.691 2.717 2.080  -0.61
H10 -0.825 -2.917 0.564  0.36
H11 -0.352 -3.843 1.747  0.33
O2 -0.545 -2.940 1.486  -0.70
H12 2.944 -0.550 0.754  0.34
H13 2.697 0.599 -0.041  0.29
O3 2.740 -0.356 -0.173  -0.63
H14 -2.614 -2.052 -0.246  0.36
H15 -2.131 -2.447 -1.704  0.30
O4 -1.852 -2.204 -0.815  -0.72

Results
relative energy (zero: lowest compared OMol25 entry of this formula, charge and spin) = 14.1 kcal per mole
E_tot = -495.44980 Ha
total charge = +1
Kohn-Sham gap = 11.38 eV

***

Q: E_tot of number 1 (C3H4F2N3)?
A: -480.32191 Ha

***

Q: Among the records above, which one has the highest E_tot?
A: CH2N2O2

***

Copy entry 2 word for word.
Density functional theory data (ωB97M-V with the def2-TZVPD basis set) for a cluster of 2 separate species, CH2N2O2 in total.

Each line ends with the Mulliken charge.
Atoms and positions in Å:
C1 -1.490 -0.135 -0.213  0.55
N1 2.072 -0.321 -0.526  -0.12
N2 -1.315 -1.116 0.441  -0.41
O1 -1.697 0.664 -1.061  -0.45
O2 1.499 0.653 0.087  -0.23
H1 1.857 1.540 -0.132  0.35
H2 -0.927 -1.285 1.403  0.31

Results
relative energy (zero: lowest compared OMol25 entry of this formula, charge and spin) = 120.1 kcal per mole
E_tot = -299.14550 Ha
Kohn-Sham gap (spin up / spin down) = 9.42 / 9.41 eV